31
Properties=species:S:1:pos:R:3:mulliken_charge:R:1 method="wB97M-V/def2-TZVPD" orbital_gap_ev=4.9545 molar_mass_g_mol=273.72 energy_ev=-33854.5764
N -0.02 -1.87 0.68 -0.07
C -1.13 -2.69 0.70 0.30
O -2.31 -2.34 0.70 -0.69
C -0.67 -4.13 0.70 -0.44
C 0.67 -4.12 0.71 -0.59
C 1.10 -2.66 0.71 0.41
O 2.27 -2.27 0.74 -0.69
H -1.42 -4.92 0.70 0.41
H 1.43 -4.90 0.71 0.41
Cl -0.45 1.06 -5.42 -0.18
C -0.33 1.14 -3.71 0.48
C -1.49 1.28 -2.93 -0.92
C -1.39 1.33 -1.56 -0.42
C -0.15 1.23 -0.89 0.79
C -0.08 1.33 0.54 1.02
C 1.20 1.23 1.32 -0.49
C 0.83 1.57 2.80 -0.75
C -0.66 1.82 2.73 -0.36
C -1.13 1.68 1.43 -0.69
C 1.01 1.10 -1.70 -0.08
C 0.92 1.06 -3.09 -0.91
H -2.45 1.35 -3.43 0.39
H -2.29 1.46 -0.95 0.26
H 1.63 0.22 1.24 0.11
H 1.92 1.98 0.96 0.40
H 1.12 0.72 3.43 0.34
H 1.42 2.43 3.13 0.32
H -1.22 2.07 3.63 0.44
H -2.14 1.83 1.06 0.39
H 1.99 1.04 -1.23 0.39
H 1.81 0.96 -3.70 0.39